[1]
{
  "formula": "C23H30N4O5S",
  "method": "the ωB97M-V functional and the def2-TZVPD basis",
  "elements": ["C", "H", "H", "C", "H", "H", "C", "N", "C", "O", "C", "N", "C", "C", "C", "O", "N", "C", "O", "C", "H", "C", "H", "H", "C", "C", "O", "N", "H", "C", "C", "C", "C", "C", "O", "H", "H", "H", "H", "H", "H", "H", "H", "S", "C", "C", "H", "H", "H", "H", "C", "H", "C", "C", "H", "H", "H", "H", "H", "H", "H", "H", "H"],
  "positions_angstrom": [[-3.7986, -2.3101, 2.0676], [-3.0770, -2.5554, 2.8437], [-4.0486, -1.2553, 2.1517], [-3.2184, -2.5981, 0.6895], [-3.9607, -2.3618, -0.0762], [-2.9783, -3.6598, 0.5982], [-1.9630, -1.7522, 0.4502], [-1.4763, -1.8811, -0.9056], [-1.8100, -1.1002, -1.9391], [-1.4360, -1.3258, -3.0814], [-2.7012, 0.1290, -1.6746], [-1.9457, 1.2539, -1.1490], [-0.9701, 1.8501, -1.9018], [-0.2613, 2.9219, -1.3918], [-0.4457, 3.4137, -0.0590], [0.2057, 4.2896, 0.4783], [-1.4856, 2.7632, 0.6017], [-2.2463, 1.7204, 0.1127], [-3.1548, 1.2434, 0.7638], [-1.7095, 3.1062, 2.0002], [-2.7868, 3.1213, 2.1764], [-1.0450, 2.0906, 2.9307], [-1.2629, 2.3778, 3.9599], [-1.4741, 1.1044, 2.7457], [0.4677, 2.0251, 2.7191], [0.8296, 1.2885, 1.4385], [0.1627, 0.3830, 0.9740], [1.9750, 1.7095, 0.8626], [2.4850, 2.4808, 1.2620], [2.5289, 1.0816, -0.3228], [3.7542, 0.2899, -0.0025], [5.0806, 0.5841, -0.1312], [5.7859, -0.5359, 0.3727], [4.8355, -1.4213, 0.7748], [3.6065, -0.9308, 0.5536], [4.9032, -2.3962, 1.2152], [6.8479, -0.6589, 0.4256], [5.5015, 1.4796, -0.5403], [2.7734, 1.8480, -1.0626], [1.7504, 0.4183, -0.7113], [0.8898, 3.0307, 2.7015], [0.9250, 1.4695, 3.5424], [-1.2881, 4.1020, 2.1501], [0.9010, 3.5248, -2.5219], [0.4192, 2.3342, -3.6640], [-0.5710, 1.5184, -3.2204], [-0.9732, 0.7003, -3.7887], [0.9027, 2.3047, -4.6202], [-3.1361, 0.4150, -2.6377], [-3.5005, -0.0856, -0.9648], [-0.5508, -2.9724, -1.1609], [-0.7242, -3.3385, -2.1760], [0.8983, -2.5001, -1.0243], [1.8782, -3.6611, -1.1163], [1.7719, -4.1756, -2.0687], [2.8997, -3.2992, -1.0321], [1.7006, -4.3776, -0.3169], [1.0185, -1.9849, -0.0693], [1.1016, -1.7835, -1.8225], [-0.7579, -3.7759, -0.4519], [-2.1807, -0.7147, 0.6837], [-1.1633, -2.0654, 1.1238], [-4.6987, -2.8962, 2.2357]],
  "forces_ev_per_angstrom": [[0.022, -0.103, -0.208], [0.048, -0.014, 0.152], [-0.044, 0.125, 0.075], [0.182, 0.184, 0.186], [0.008, -0.019, -0.076], [-0.020, -0.029, -0.104], [-0.475, -0.074, 0.137], [0.195, -0.221, 0.025], [-0.364, 0.277, 0.088], [0.092, -0.046, -0.388], [-0.140, -0.271, -0.167], [-0.101, -0.111, 0.104], [0.592, 0.845, 0.283], [0.191, -0.213, -0.588], [-0.153, 0.040, -0.232], [0.121, 0.144, -0.025], [-0.007, 0.285, 0.140], [-0.202, -0.090, -0.198], [-0.159, -0.030, 0.238], [-0.206, 0.034, 0.465], [0.153, 0.063, -0.038], [0.083, 0.112, -0.194], [-0.014, -0.027, 0.018], [-0.011, 0.026, 0.111], [-0.320, -0.126, 0.047], [0.432, 0.344, 0.353], [-0.276, -0.429, -0.049], [0.243, 0.061, -0.127], [-0.162, -0.016, 0.048], [0.060, -0.360, 0.181], [0.449, 0.724, -0.439], [-0.683, -0.039, -0.048], [-0.240, -0.482, 0.246], [0.949, 0.046, 0.004], [-0.586, -0.051, 0.025], [-0.099, -0.140, 0.057], [0.213, -0.109, 0.046], [0.015, 0.232, -0.118], [-0.038, -0.157, 0.040], [0.081, 0.156, -0.096], [0.083, -0.020, 0.044], [0.063, 0.009, -0.042], [-0.120, -0.136, -0.022], [-0.366, -0.278, 0.108], [0.079, 0.351, 0.426], [0.020, -0.109, -0.284], [-0.071, -0.131, -0.069], [0.067, -0.052, -0.225], [0.063, -0.122, 0.139], [0.100, 0.071, -0.114], [0.345, 0.069, -0.270], [0.003, -0.068, 0.161], [-0.104, -0.258, 0.050], [-0.113, 0.226, -0.017], [0.044, -0.121, -0.098], [0.132, -0.039, -0.003], [0.019, -0.128, 0.079], [-0.013, 0.084, -0.012], [-0.040, 0.105, 0.021], [-0.041, -0.001, 0.013], [0.078, -0.057, 0.028], [0.018, 0.093, 0.010], [-0.077, -0.027, 0.101]],
  "smiles": "CCCN(CCC)C(=O)Cn1c(=O)n(CCCC(=O)NCc2ccco2)c(=O)c2sccc21",
  "de_lowest_kj_mol": 2.2
}

=====

[2]
{
  "formula": "C5H6Br2Cl2",
  "method": "the ωB97M-V functional and the def2-TZVPD basis",
  "elements": ["C", "C", "C", "C", "C", "Cl", "Cl", "Br", "Br", "H", "H", "H", "H", "H", "H"],
  "positions_angstrom": [[-0.6170, -0.2139, 0.7204], [0.0747, 0.0965, -0.5879], [1.6890, 0.1916, -0.6291], [-0.8179, 0.8164, 1.7534], [-0.3284, -0.8618, -1.7052], [-0.6078, -1.8341, 1.2173], [-0.4377, 1.7559, -1.0663], [2.5146, -1.4967, -0.3224], [2.3958, 1.5218, 0.5299], [0.0895, 1.4233, 1.8822], [-1.0812, 0.3691, 2.7077], [-1.5990, 1.5117, 1.4380], [-1.3686, -0.7008, -1.9723], [-0.2005, -1.8916, -1.3872], [0.2947, -0.6874, -2.5784]],
  "forces_ev_per_angstrom": [[0.898, 0.223, -0.344], [1.220, 0.048, -0.729], [-1.523, -0.557, 1.887], [-0.047, 0.515, 0.229], [-0.024, 0.020, -0.081], [-0.177, -0.515, 0.152], [-0.197, 0.151, -0.243], [0.057, 0.318, -0.490], [0.278, -0.042, -0.543], [-0.251, -0.150, 0.074], [-0.077, 0.010, -0.009], [-0.079, 0.005, 0.153], [-0.085, -0.006, 0.032], [0.034, -0.050, 0.008], [-0.026, 0.032, -0.095]],
  "de_lowest_kj_mol": 0.0,
  "multiplicity": 3
}